[1]
{
  "formula": "CHNO4S",
  "method": "ωB97M-V/def2-TZVPD",
  "de_lowest_kcal_mol": 53.9,
  "homo_ev": [-9.56, -7.52],
  "species": ["C", "N", "O", "O", "O", "O", "S", "H"],
  "xyz": [[0.285, -0.254, 0.108], [3.210, 1.222, -0.548], [0.334, -1.549, 0.310], [3.754, 0.633, 0.265], [2.875, -1.835, -0.185], [1.081, 0.461, -0.447], [1.672, -2.600, 0.083], [-0.685, 0.132, 0.478]],
  "forces_ev_per_angstrom": [[-0.21, 2.45, -0.89], [0.72, 0.41, -0.17], [0.51, -1.98, 0.41], [0.25, 0.10, 0.18], [0.23, -0.25, -0.02], [-1.16, -1.13, 0.50], [-0.58, 0.57, -0.08], [0.24, -0.18, 0.05]]
}



[2]
{
  "formula": "C3H4N2O",
  "method": "ωB97M-V/def2-TZVPD",
  "de_lowest_kcal_mol": 47.1,
  "homo_ev": -8.58,
  "smiles": "Oc1cnc[nH]1",
  "species": ["O", "C", "C", "N", "C", "N", "H", "H", "H", "H"],
  "xyz": [[-1.812, -0.961, -0.390], [-0.565, -0.421, -0.388], [-0.486, 0.957, -0.314], [0.724, 1.341, 0.184], [1.390, 0.237, 0.388], [0.580, -0.893, 0.217], [-1.992, -0.332, 0.398], [-1.282, 1.669, -0.572], [2.501, 0.238, 0.423], [0.942, -1.835, 0.055]],
  "forces_ev_per_angstrom": [[-0.42, 0.44, 2.32], [0.35, 2.60, 0.57], [0.34, -0.01, -0.22], [0.49, 0.09, -0.66], [0.42, -0.23, -0.13], [1.20, -0.36, -1.22], [-1.57, -2.21, -1.71], [0.48, -0.43, 0.17], [-1.13, -0.45, 0.55], [-0.18, 0.57, 0.32]]
}



[3]
{
  "formula": "C5H10O2",
  "method": "ωB97M-V/def2-TZVPD",
  "de_lowest_kcal_mol": 62.1,
  "homo_ev": -9.40,
  "smiles": "CO[C@H]1C[C@H]1CO",
  "species": ["C", "O", "C", "C", "C", "C", "O", "H", "H", "H", "H", "H", "H", "H", "H", "H", "H"],
  "xyz": [[2.290, 0.694, -0.014], [0.874, 0.658, 0.016], [0.340, -0.598, 0.395], [-0.579, -0.567, 1.599], [-1.116, -0.751, 0.205], [-1.750, 0.369, -0.561], [-1.521, 0.227, -1.953], [2.651, 0.099, -0.866], [2.758, 0.369, 0.930], [2.559, 1.739, -0.190], [0.948, -1.474, 0.164], [-0.629, -1.383, 2.321], [-0.723, 0.423, 2.026], [-1.433, -1.758, -0.047], [-2.828, 0.342, -0.410], [-1.338, 1.313, -0.179], [-0.565, 0.241, -2.109]],
  "forces_ev_per_angstrom": [[-0.04, 0.22, -0.17], [0.10, -0.56, 0.00], [0.45, 0.00, 0.47], [0.10, 0.08, 0.08], [-0.03, -0.22, -0.27], [-0.23, 0.02, 0.32], [0.11, 0.01, -0.14], [0.16, -0.02, 0.30], [-0.24, -0.05, -0.27], [0.01, -0.18, 0.04], [0.17, 0.33, 0.25], [0.06, 0.16, -0.35], [0.15, -0.15, -0.04], [-0.12, 0.15, -0.11], [-0.08, 0.21, -0.16], [-0.30, -0.06, -0.15], [-0.27, 0.08, 0.20]]
}



[4]
{
  "formula": "H4N4",
  "method": "ωB97M-V/def2-TZVPD",
  "de_lowest_kcal_mol": 88.1,
  "homo_ev": [-7.33, -7.34],
  "species": ["N", "N", "N", "N", "H", "H", "H", "H"],
  "xyz": [[-0.119, -0.290, 0.249], [-1.095, -0.631, -0.682], [1.997, 0.733, 0.641], [1.169, 1.473, 0.367], [-0.596, -0.130, 1.137], [-1.899, -0.011, -0.671], [-0.698, -0.683, -1.612], [1.241, -0.459, 0.571]],
  "forces_ev_per_angstrom": [[1.31, 2.57, 0.71], [-0.23, -2.07, -0.61], [-1.25, 2.45, -0.39], [2.38, -2.08, 0.81], [0.16, -0.46, 0.00], [0.39, -0.02, 0.27], [-0.02, 0.33, 0.17], [-2.75, -0.73, -0.95]]
}



> Number 4 is which compound?

H4N4